{
  "formula": "C35H30N5NaO3S2Si",
  "method": "the ωB97M-V functional and the def2-TZVPD basis",
  "relative_energy_kj_mol": 0.0,
  "gap_ev": 3.93,
  "charge": -2,
  "homo_ev": -0.925,
  "max_force_ev_per_a": 0.17,
  "elements": ["S", "S", "Si", "Na", "O", "O", "O", "N", "N", "N", "N", "N", "C", "C", "C", "C", "C", "C", "C", "C", "C", "C", "C", "C", "C", "C", "C", "C", "C", "C", "C", "C", "C", "C", "C", "C", "C", "C", "C", "C", "C", "C", "C", "C", "C", "C", "C", "H", "H", "H", "H", "H", "H", "H", "H", "H", "H", "H", "H", "H", "H", "H", "H", "H", "H", "H", "H", "H", "H", "H", "H", "H", "H", "H", "H", "H", "H"],
  "positions_angstrom": [[-1.19641, 0.33108, 3.47480], [2.93078, -2.00553, 0.57208], [3.26991, -4.61358, -1.41393], [0.37927, -0.11424, 1.11957], [-1.71150, 3.36355, 0.57230], [0.11120, 2.10746, 0.91601], [-5.00328, 5.25692, -10.05345], [0.33808, -2.52669, 0.62365], [-1.70077, 2.00899, -5.54444], [-1.88280, 0.20864, -0.32383], [0.38480, -0.29289, -1.71834], [-3.46512, 2.59218, -4.33004], [-0.49228, 0.74802, -3.70061], [-4.39391, 5.09683, -11.31465], [1.53609, -2.93172, 0.14658], [-0.97550, 3.06851, 2.79828], [-3.97662, 1.33507, -0.05532], [-3.40604, 3.34132, -6.71395], [-5.03989, 4.78729, -7.75913], [1.47091, -0.60475, -2.39443], [-1.10628, 3.83326, 5.48190], [4.48577, -5.19065, -0.10453], [-3.30382, 3.79310, -9.09185], [-1.01040, 4.81286, 4.49964], [-2.65674, 1.85023, -3.50099], [0.66447, 0.39940, -4.40437], [-0.77604, -4.27765, -0.56676], [-4.53019, 4.16506, -6.63546], [-2.83253, 1.45741, -2.13838], [-0.95838, 4.40974, 3.17324], [-1.80893, 0.68032, -1.57510], [-1.15065, 2.49777, 5.12258], [-0.60130, 0.36029, -2.35133], [-1.08605, 2.06118, 3.78433], [-3.94088, 1.78108, -1.34616], [-1.57295, 1.50531, -4.26803], [1.65325, -0.29063, -3.74796], [0.44730, -4.70519, -1.06949], [-4.42903, 4.60273, -8.99520], [-2.84193, 2.65392, -5.54818], [1.62438, -4.05225, -0.73346], [-0.76044, -3.17628, 0.27390], [-2.80526, 3.17086, -7.95536], [2.93275, -6.14830, -2.47840], [-2.91749, 0.54485, 0.41680], [-0.86221, 2.80249, 1.29893], [4.07136, -3.38061, -2.58371], [-4.34722, 3.00020, -4.08212], [-4.98156, 5.68729, -12.01346], [2.56983, -0.58089, -4.24597], [-4.73788, 2.40287, -1.74107], [-1.70556, -4.76945, -0.82297], [-1.93102, 2.53712, -8.01700], [4.33089, -2.46549, -2.05213], [4.05965, -6.01297, 0.47546], [-1.68470, -2.77853, 0.68390], [0.47450, -5.55803, -1.74084], [-3.36314, 5.46271, -11.31124], [-4.39981, 4.05025, -11.63288], [4.72306, -4.37522, 0.57590], [0.75784, 0.69068, -5.44333], [3.87438, -6.52358, -2.88956], [5.40643, -5.54792, -0.57704], [-1.15015, 4.10909, 6.53154], [2.48234, -6.95353, -1.89298], [-0.98115, 5.86577, 4.76022], [-2.88408, 0.22514, 1.45478], [-5.90912, 5.42854, -7.69782], [-0.91154, 5.14834, 2.38068], [-2.80757, 3.63420, -10.03842], [2.26799, -5.92819, -3.31729], [-1.23730, 1.73358, 5.88649], [-5.01685, 4.34276, -5.68423], [-4.78256, 1.59947, 0.61548], [4.97678, -3.80779, -3.02513], [3.38309, -3.13199, -3.39495], [2.24700, -1.11489, -1.83169]],
  "forces_ev_per_angstrom": [[0.04, 0.03, 0.00], [0.05, -0.08, 0.04], [-0.04, 0.01, 0.01], [-0.10, 0.10, -0.06], [-0.08, -0.04, -0.03], [0.08, -0.11, -0.05], [0.01, -0.01, 0.05], [0.07, 0.00, 0.06], [-0.02, -0.01, 0.03], [0.02, 0.02, 0.12], [0.00, -0.01, 0.02], [0.03, -0.03, -0.02], [0.01, -0.02, 0.01], [0.00, 0.00, 0.00], [-0.02, 0.09, -0.12], [-0.03, -0.08, 0.03], [0.01, -0.04, 0.04], [0.01, -0.01, 0.03], [0.02, -0.01, -0.01], [0.05, -0.01, -0.05], [0.00, 0.01, -0.01], [0.01, 0.01, -0.03], [0.00, 0.00, 0.01], [0.01, -0.01, 0.01], [-0.02, 0.05, 0.01], [0.00, 0.00, 0.02], [-0.02, 0.01, 0.02], [-0.01, 0.01, -0.02], [-0.02, -0.01, -0.01], [-0.01, 0.00, 0.00], [0.06, -0.05, 0.01], [0.00, -0.02, 0.00], [-0.02, 0.02, -0.01], [-0.01, 0.01, 0.02], [0.02, 0.00, -0.04], [0.00, 0.03, -0.03], [-0.02, 0.01, -0.01], [0.01, 0.00, -0.01], [-0.02, 0.02, -0.02], [-0.01, 0.00, -0.01], [0.04, -0.03, 0.05], [-0.08, -0.05, -0.01], [-0.01, 0.02, -0.03], [0.01, 0.00, 0.00], [-0.07, 0.07, -0.04], [0.08, 0.15, 0.00], [0.03, 0.00, 0.04], [0.01, 0.00, 0.00], [0.00, 0.00, 0.00], [-0.01, 0.01, 0.00], [0.00, 0.00, 0.00], [0.00, 0.01, -0.01], [0.00, 0.00, 0.00], [0.00, -0.01, 0.00], [-0.01, -0.01, 0.00], [-0.01, 0.00, -0.01], [0.01, -0.01, 0.00], [0.00, 0.00, 0.00], [0.00, 0.00, 0.00], [0.00, 0.03, 0.02], [0.00, 0.00, -0.01], [0.01, 0.00, -0.01], [0.00, -0.01, 0.01], [0.00, 0.00, 0.01], [-0.01, -0.02, 0.01], [0.00, 0.00, 0.00], [-0.01, -0.05, -0.01], [-0.01, 0.00, 0.00], [0.00, 0.00, -0.01], [0.00, 0.00, 0.00], [-0.01, 0.01, -0.01], [0.00, 0.00, 0.01], [0.00, 0.00, 0.01], [0.00, 0.01, -0.01], [0.01, -0.01, -0.01], [-0.02, 0.01, -0.02], [-0.01, -0.01, 0.02]],
  "mulliken_charge": [-0.53, -0.45, 0.01, 0.74, -0.72, -0.81, -0.47, -0.24, -0.81, 0.08, 0.21, -0.10, 0.51, -0.84, -0.26, 0.45, -0.94, 0.10, -0.67, -0.08, -0.44, -1.00, -0.36, -0.50, 0.21, -0.35, -0.99, -0.50, 0.66, -0.53, -0.06, -0.58, -0.29, 0.29, -0.58, 0.51, -1.06, -0.01, 1.03, 0.28, 0.71, -0.19, -0.88, -1.18, -0.50, 0.27, -0.93, 0.18, 0.24, 0.46, 0.27, 0.39, 0.45, 0.29, 0.32, 0.36, 0.26, 0.33, 0.33, 0.28, 0.52, 0.27, 0.29, 0.31, 0.30, 0.33, 0.38, 0.40, 0.33, 0.36, 0.29, 0.31, 0.27, 0.41, 0.43, 0.21, 0.18]
}